Molecular formula: C24H40BN6O3PSi
Method: DFT, the ωB97M-V functional and the def2-TZVPD basis

- lowest unoccupied orbital energy (eV) = -0.26
- structure (SMILES) = CCCN[Si@@H](B(C)O)P(O)O.c1cc[nH]c1.c1cc[nH]c1.c1cc[nH]c1.c1cc[nH]c1.c1cc[nH]c1
- HOMO-LUMO gap (hartree) = 0.292
- net charge = 0

Each line ends with the Löwdin charge.
CARTESIAN COORDINATES (ANGSTROEM)
P -0.162 2.890 1.103  0.696
Si 0.246 0.799 2.050  0.557
O 0.159 2.571 -0.507  -0.381
O 2.395 -0.562 0.449  0.073
O -1.803 2.816 1.079  -0.371
N 1.530 -1.038 -4.187  -0.005
N 4.187 0.873 -4.612  0.007
N 2.093 2.688 6.069  0.002
N -4.516 1.386 -0.138  0.005
N -1.483 -3.561 -3.686  0.016
N -1.269 0.238 2.709  -0.199
C 1.221 -1.751 -5.316  -0.142
C -4.888 0.986 -1.391  -0.137
C 4.819 1.633 -5.555  -0.134
C -1.225 -0.908 3.642  -0.280
C -5.109 0.583 0.798  -0.154
C -5.865 -0.347 0.135  -0.112
C -1.388 0.852 5.536  -0.107
C 0.648 -0.001 -4.038  -0.149
C 2.444 3.664 6.960  -0.141
C 5.566 2.214 -3.515  -0.113
C 0.127 -1.163 -5.893  -0.113
C -1.827 -3.953 -2.422  -0.140
C -1.692 -4.590 -4.560  -0.145
C -5.726 -0.089 -1.256  -0.110
C 3.359 1.710 7.595  -0.113
C 3.229 3.088 7.923  -0.113
C -0.238 -0.052 -5.079  -0.096
C -2.262 -5.250 -2.488  -0.113
C 2.647 1.497 6.445  -0.153
C 5.681 2.477 -4.907  -0.110
C 4.637 1.218 -3.367  -0.153
C 0.111 -1.200 -0.385  -0.048
C -2.177 -5.655 -3.848  -0.115
C -1.711 -0.568 5.056  -0.237
B 1.036 -0.418 0.600  -0.580
H -1.940 0.047 1.972  0.056
H 2.928 0.221 0.606  0.089
H 1.224 1.058 3.143  -0.039
H 0.459 -2.223 -0.550  0.072
H 3.502 0.164 -4.799  0.108
H -4.949 0.742 1.852  0.103
H 3.664 3.596 8.767  0.089
H -3.904 2.158 0.063  0.117
H -2.794 -0.706 5.084  0.100
H 2.491 0.604 5.864  0.099
H -2.606 -5.842 -1.656  0.087
H -2.253 1.508 5.459  0.070
H -0.930 -1.233 -0.056  0.049
H 0.724 0.683 -3.210  0.103
H 1.796 -2.614 -5.603  0.112
H -4.525 1.495 -2.267  0.106
H 1.517 2.826 5.258  0.124
H -1.129 -2.653 -3.939  0.116
H -1.058 0.627 -5.240  0.096
H -2.137 1.992 1.456  -0.008
H 2.278 -1.261 -3.553  0.142
H -6.456 -1.121 0.594  0.089
H -1.858 -1.702 3.244  0.113
H 4.600 1.514 -6.602  0.108
H 0.118 -0.680 -1.348  0.050
H 4.263 0.727 -2.483  0.094
H -0.363 -1.495 -6.793  0.095
H -0.213 -1.325 3.689  0.098
H 6.324 3.203 -5.376  0.090
H -2.441 -6.617 -4.255  0.087
H -6.188 -0.632 -2.064  0.090
H -1.108 0.831 6.590  0.070
H 6.105 2.698 -2.718  0.089
H -1.286 -1.298 5.746  0.101
H -1.734 -3.278 -1.588  0.091
H 3.912 0.964 8.140  0.088
H -1.478 -4.478 -5.609  0.103
H 1.103 2.436 -0.650  0.029
H -0.557 1.307 4.999  0.028
H 2.107 4.679 6.836  0.105

Molecular formula: C2H7NO
Method: DFT, the ωB97M-V functional and the def2-TZVPD basis

- lowest unoccupied orbital energy (eV) = 0.75
- relative energy (zero: lowest compared OMol25 entry of this formula, charge and spin) (kcal per mole) = 41.6
- structure (SMILES) = C=CO.N
- HOMO-LUMO gap (hartree) = 0.337
- net charge = 0

Each line ends with the Löwdin charge.
CARTESIAN COORDINATES (ANGSTROEM)
O -1.346 0.001 0.432  -0.036
N 1.125 1.336 1.324  -0.023
C -1.075 -1.185 -1.621  -0.008
C -0.573 -0.627 -0.503  -0.312
H 1.618 0.568 1.858  0.047
H 1.302 0.984 0.380  -0.005
H 1.747 2.209 1.523  0.074
H 0.435 -0.904 -0.121  0.109
H -2.065 -1.635 -1.768  0.057
H -0.414 -1.295 -2.496  0.047
H -0.755 0.549 0.991  0.050

Molecular formula: C6H7NO2
Method: DFT, the ωB97M-V functional and the def2-TZVPD basis

- lowest unoccupied orbital energy (spin up / spin down) (eV) = -0.20 / -0.20
- relative energy (zero: lowest compared OMol25 entry of this formula, charge and spin) (kcal per mole) = 151.6
- HOMO-LUMO gap (spin up / spin down) (hartree) = 0.255 / 0.255
- net charge = 0

Each line ends with the Löwdin charge.
CARTESIAN COORDINATES (ANGSTROEM)
O 0.196 -1.050 -0.410  0.024
O -3.163 -1.193 0.591  -0.070
N -1.101 2.454 -0.597  0.265
C 0.631 1.102 0.566  -0.065
C 0.959 -0.173 0.161  -0.269
C -0.285 1.892 0.041  -0.126
C -1.154 -1.198 -0.426  -0.215
C -2.051 -0.476 0.284  -0.193
C 2.488 -0.391 0.079  0.015
H 2.907 0.510 -0.337  0.079
H 1.273 1.629 1.220  0.117
H 3.068 -0.736 0.934  0.090
H 2.625 -1.077 -0.718  0.070
H -3.184 -1.981 0.035  0.067
H -2.005 2.825 -0.429  0.101
H -1.205 -2.137 -0.994  0.111

Molecular formula: C11H23BrNO2P2Rh
Method: DFT, the ωB97M-V functional and the def2-TZVPD basis

- <S²> = 6.04
- lowest unoccupied orbital energy (spin up / spin down) (eV) = -6.26 / -9.48
- relative energy (zero: lowest compared OMol25 entry of this formula, charge and spin) (kcal per mole) = 13.4
- spin multiplicity = 5
- HOMO-LUMO gap (spin up / spin down) (hartree) = 0.222 / 0.243
- net charge = +2

Each line ends with the Löwdin charge.
CARTESIAN COORDINATES (ANGSTROEM)
Rh -0.292 0.199 -0.109  0.355
Br -0.213 1.261 2.048  0.266
P 1.841 -0.407 0.082  0.663
P -2.311 0.716 -0.827  0.722
O 0.627 2.943 -1.001  0.064
O 2.006 1.808 -2.767  -0.004
N -0.264 -0.948 -1.840  -0.065
C 1.962 -2.030 0.873  -0.202
C -2.709 -0.773 -1.845  -0.227
C 0.968 -1.306 -2.336  -0.316
C -0.141 -2.669 -3.990  0.007
C -2.371 2.093 -2.001  -0.229
C -1.416 -1.343 -2.408  -0.282
C -3.615 0.908 0.396  -0.229
C 2.111 -0.772 -1.644  -0.202
C 3.127 0.679 0.725  -0.235
C 1.033 -2.148 -3.475  0.037
C -1.367 -2.262 -3.469  0.037
H 1.098 -2.634 0.567  0.060
H -0.090 -3.383 -4.812  0.138
H -3.359 2.117 -2.477  0.067
H -2.207 3.021 -1.439  0.058
H 2.154 0.921 -2.368  0.003
H 3.261 1.569 0.080  0.054
H -3.195 -1.528 -1.197  0.118
H 2.031 -2.406 -3.833  0.138
H 1.035 3.589 -0.390  0.152
H -3.387 -0.507 -2.671  0.114
H 4.081 0.119 0.793  0.075
H -3.821 -0.062 0.875  0.069
H -2.311 -2.620 -3.855  0.135
H 1.932 -1.863 1.955  0.067
H 1.283 2.585 -1.703  0.050
H 2.900 -2.520 0.571  0.076
H -1.595 1.967 -2.768  0.059
H -3.241 1.609 1.154  0.038
H -4.529 1.302 -0.076  0.076
H 0.253 2.047 -0.424  0.022
H 2.804 0.999 1.731  0.041
H 2.906 2.112 -2.948  0.112
H 3.118 -0.991 -2.001  0.115

Molecular formula: C2H4S3
Method: DFT, the ωB97M-V functional and the def2-TZVPD basis

- lowest unoccupied orbital energy (eV) = -0.30
- relative energy (zero: lowest compared OMol25 entry of this formula, charge and spin) (kcal per mole) = 33.3
- structure (SMILES) = S=C1CS1.S
- HOMO-LUMO gap (hartree) = 0.310
- net charge = 0

Each line ends with the Löwdin charge.
CARTESIAN COORDINATES (ANGSTROEM)
S 1.608 2.311 -0.067  0.651
S 0.057 -0.941 -1.201  0.511
S 1.457 0.655 2.640  0.858
C -0.130 0.782 1.741  -0.456
C 1.042 1.371 1.112  -1.248
H -0.522 -0.101 1.188  0.026
H 0.402 -2.159 -1.701  -0.197
H -0.763 1.491 2.117  0.040
H 0.698 -0.420 -2.283  -0.185

Molecular formula: ClH4N2PS
Method: DFT, the ωB97M-V functional and the def2-TZVPD basis

- lowest unoccupied orbital energy (spin up / spin down) (eV) = -1.72 / -1.83
- relative energy (zero: lowest compared OMol25 entry of this formula, charge and spin) (kcal per mole) = 93.5
- HOMO-LUMO gap (spin up / spin down) (hartree) = 0.274 / 0.237
- net charge = 0

Each line ends with the Löwdin charge.
CARTESIAN COORDINATES (ANGSTROEM)
Cl 1.028 0.071 2.385  0.220
S -0.399 2.860 1.183  0.144
P 0.288 1.095 0.871  -0.176
N -0.973 0.036 0.518  -0.311
N 0.645 -1.173 -1.457  0.170
H -1.840 0.499 0.438  -0.008
H 1.333 -1.849 -1.285  -0.006
H 0.677 -0.895 -2.350  -0.048
H -0.758 -0.644 -0.303  0.014

Molecular formula: C36H30CoFIOPS
Method: DFT, the ωB97M-V functional and the def2-TZVPD basis

- <S²> = 0.99
- lowest unoccupied orbital energy (spin up / spin down) (eV) = -2.89 / -2.45
- relative energy (zero: lowest compared OMol25 entry of this formula, charge and spin) (kcal per mole) = 0.0
- spin multiplicity = 2
- HOMO-LUMO gap (spin up / spin down) (hartree) = 0.283 / 0.302
- net charge = +1

Each line ends with the Löwdin charge.
CARTESIAN COORDINATES (ANGSTROEM)
I -1.320 2.755 0.191  1.260
Co 0.734 1.130 -0.322  -0.020
S 0.347 0.980 2.882  0.923
P -0.586 -0.359 -1.359  1.062
F 4.280 1.950 3.131  0.085
O 0.846 0.387 1.584  -0.590
C 1.717 1.264 5.222  -0.080
C 1.549 0.478 4.094  -0.406
C -0.862 -1.702 -0.151  -0.351
C -3.045 1.216 -1.996  -0.172
C -5.030 2.396 -2.925  -0.021
C -2.228 -3.065 1.300  -0.072
C 4.071 0.958 1.018  0.017
C -1.098 -3.710 1.776  -0.078
C 2.670 0.898 6.161  -0.060
C 1.280 -2.305 -5.100  -0.070
C 0.170 -1.187 -2.800  -0.351
C -2.112 -2.069 0.337  -0.078
C 2.252 2.958 0.329  -0.085
C 3.716 1.961 1.917  -0.283
C 1.036 -0.941 -5.040  -0.065
C -1.016 -0.098 3.351  -0.199
C -2.786 2.426 -1.288  -0.551
C 0.490 -0.385 -3.895  -0.109
C 2.321 -0.651 3.869  -0.073
C 0.965 -3.111 -4.016  -0.066
C 2.590 1.976 -0.629  -0.393
C -4.698 3.547 -2.282  -0.060
C -4.236 1.234 -2.791  -0.151
C 0.156 -3.343 1.300  -0.076
C -2.279 0.001 -2.009  -0.264
C 3.274 -1.005 4.809  -0.056
C -3.575 3.538 -1.446  -0.177
C -2.777 -1.090 -2.691  -0.093
C 0.273 -2.338 0.357  -0.129
C 1.849 1.874 -1.854  -0.077
C -4.681 0.079 -3.474  -0.013
C -3.981 -1.084 -3.405  -0.040
C 3.446 -0.233 5.952  -0.057
C 3.511 0.964 -0.233  -0.010
C 0.405 -2.559 -2.873  -0.086
C 2.829 2.957 1.601  -0.001
H -5.909 2.340 -3.554  0.121
H 4.196 -0.512 6.680  0.113
H 3.890 -1.881 4.653  0.113
H 0.158 -3.203 -2.039  0.101
H 0.293 0.680 -3.858  0.104
H 1.258 -2.049 0.007  0.112
H -3.006 -1.580 -0.026  0.106
H -4.311 -1.980 -3.911  0.117
H 2.814 1.503 7.045  0.114
H -5.288 4.447 -2.379  0.116
H -5.596 0.147 -4.050  0.122
H 1.149 -4.177 -4.059  0.110
H 1.044 -3.843 1.667  0.110
H -3.208 -3.340 1.667  0.110
H -2.204 -2.007 -2.704  0.107
H -0.696 -1.136 3.268  0.059
H -3.340 4.441 -0.896  0.081
H 1.123 2.160 5.362  0.115
H -1.190 -4.496 2.514  0.110
H 1.608 3.775 0.032  0.096
H 2.180 -1.224 2.961  0.109
H 1.712 -2.738 -5.993  0.110
H 1.383 2.767 -2.256  0.077
H -1.316 0.138 4.372  0.070
H 2.193 1.159 -2.589  0.060
H -1.836 0.103 2.663  0.048
H 4.782 0.204 1.328  0.132
H 3.771 0.193 -0.949  0.129
H 1.271 -0.308 -5.885  0.111
H 2.608 3.729 2.327  0.133

Molecular formula: C26H28NO8PPr
Method: DFT, the ωB97M-V functional and the def2-TZVPD basis

- <S²> = 2.00
- lowest unoccupied orbital energy (spin up / spin down) (eV) = -1.97 / -1.95
- relative energy (zero: lowest compared OMol25 entry of this formula, charge and spin) (kcal per mole) = 1.5
- spin multiplicity = 3
- HOMO-LUMO gap (spin up / spin down) (hartree) = 0.336 / 0.336
- net charge = +1

Each line ends with the Löwdin charge.
CARTESIAN COORDINATES (ANGSTROEM)
Pr -0.073 -0.744 -0.604  1.291
P 0.821 2.091 -0.035  1.110
O -1.088 -0.460 1.862  -0.203
O -0.615 -0.714 -3.035  -0.153
O -2.360 -1.174 -0.530  -0.099
O 2.107 -0.491 0.069  -0.140
O -1.976 0.990 -0.310  -0.011
O 0.742 -2.274 1.562  0.080
O 1.820 -0.108 -2.058  -0.062
O 1.351 -2.124 3.722  0.169
N -0.565 -3.366 -0.750  0.044
C -0.645 -1.049 3.056  -0.059
C -1.039 -1.908 -3.756  -0.165
C 0.561 -1.865 2.682  -0.454
C 2.531 1.728 -0.680  -0.159
C -1.487 -5.928 -1.233  -0.031
C 2.278 0.275 -0.949  -0.726
C -0.586 -5.335 -2.092  0.002
C 2.027 1.650 3.891  -0.071
C 0.823 -3.356 -2.733  -0.112
C -1.924 -5.224 -0.117  -0.029
C 0.955 2.191 4.583  -0.080
C -0.124 2.682 2.486  -0.100
C 0.128 -2.841 -4.001  -0.142
C -1.445 -3.950 0.074  -0.102
C -0.539 5.230 -2.230  -0.069
C -0.137 6.339 -1.497  -0.067
C -2.420 -0.079 0.141  -0.641
C 2.031 1.634 2.497  -0.076
C 0.821 4.889 0.170  -0.080
C -0.135 -4.050 -1.810  -0.262
C -0.264 3.950 -1.762  -0.082
C 0.964 2.159 1.779  -0.346
C -2.494 -0.237 1.639  -0.045
C -0.127 2.708 3.872  -0.073
C 0.538 6.166 -0.295  -0.067
C 0.429 3.771 -0.565  -0.353
H 3.328 1.917 0.033  0.098
H 0.848 7.027 0.284  0.110
H -0.970 3.139 4.398  0.111
H -1.507 -1.607 -4.690  0.132
H -0.977 3.088 1.952  0.119
H 2.061 -2.701 3.387  0.155
H -2.629 -5.645 0.587  0.115
H 2.672 2.286 -1.601  0.107
H 2.868 1.183 1.980  0.099
H -1.776 -3.353 0.913  0.113
H -0.417 -0.304 3.820  0.141
H 1.307 -2.532 -2.220  0.088
H -0.355 7.338 -1.854  0.110
H -3.073 -1.115 1.922  0.142
H 1.630 -4.039 -3.001  0.135
H -0.253 -3.689 -4.580  0.127
H -0.211 -5.852 -2.967  0.127
H 0.866 -2.346 -4.638  0.128
H -2.829 0.664 2.150  0.144
H -0.615 3.094 -2.327  0.106
H 0.094 -0.271 -3.524  0.111
H 0.961 2.215 5.666  0.110
H -1.397 -1.748 3.440  0.160
H 1.345 4.769 1.111  0.109
H -1.079 5.357 -3.159  0.109
H -1.805 -2.361 -3.131  0.129
H -1.848 -6.931 -1.424  0.119
H 2.875 1.243 4.426  0.111

Molecular formula: C2H3NO2
Method: DFT, the ωB97M-V functional and the def2-TZVPD basis

- lowest unoccupied orbital energy (eV) = 0.88
- relative energy (zero: lowest compared OMol25 entry of this formula, charge and spin) (kcal per mole) = 46.5
- HOMO-LUMO gap (hartree) = 0.373
- net charge = 0

Each line ends with the Löwdin charge.
CARTESIAN COORDINATES (ANGSTROEM)
O 1.672 -1.479 -1.005  0.074
O -1.450 0.278 -0.534  -0.034
N 0.504 0.152 0.551  0.054
C -0.700 0.638 0.442  -0.319
C 0.652 -0.933 -0.885  -0.104
H -1.096 1.358 1.166  0.135
H 1.088 0.438 1.328  0.107
H -0.671 -0.452 -1.063  0.087

Molecular formula: C3H8Si2
Method: DFT, the ωB97M-V functional and the def2-TZVPD basis

- lowest unoccupied orbital energy (eV) = 0.23
- relative energy (zero: lowest compared OMol25 entry of this formula, charge and spin) (kcal per mole) = 44.7
- HOMO-LUMO gap (hartree) = 0.348
- net charge = 0

Each line ends with the Löwdin charge.
CARTESIAN COORDINATES (ANGSTROEM)
Si -1.516 -0.633 0.076  0.472
Si 0.625 -1.472 0.041  0.533
C 1.313 0.369 -0.074  -0.401
C 0.303 1.459 0.003  -0.262
C -1.014 1.201 -0.030  -0.291
H 1.236 -2.043 1.253  -0.084
H -1.858 1.862 -0.029  0.031
H 1.869 0.491 -1.009  0.072
H -2.216 -0.859 -1.184  -0.109
H -2.711 -1.428 1.665  -0.008
H 0.854 2.358 0.002  0.087
H 2.055 0.711 0.556  0.032
H 1.059 -2.016 -1.270  -0.073

Q: What is the formula in the fifth record?
A: C2H4S3